Molecular formula: C66H55B2BrF8MnN11O22
Method: DFT, ωB97M-V/def2-TZVPD

Charge   -1
2S+1   6
HOMO-LUMO gap (spin up / spin down)   6.96 / 7.05 eV
HOMO level (spin up / spin down)   -6.37 / -6.46 eV
LUMO level (spin up / spin down)   0.6 / 0.6 eV
Energy above the lowest of the compared OMol25 structures with the same formula, charge and spin   9.8 kJ/mol
Expectation value of S²   8.75

Last column: Mulliken spin population.
CARTESIAN COORDINATES (ANGSTROEM)
Mn  0.8330  -0.7751  -1.9844  4.594
Br  1.7426  -2.5546  -0.4370  0.089
B  -0.3871  0.7844  -0.4869  -0.153
F  -0.9506  1.9972  -0.0894  -0.007
F  0.8996  0.9680  -0.9795  0.175
F  -0.2744  -0.1048  0.5949  0.071
F  -0.9976  0.0980  -1.4661  0.111
B  0.0615  -1.5492  -4.1485  -0.061
F  1.3361  -1.8689  -3.8960  0.028
F  -0.4300  -1.9589  -5.3398  0.002
F  -0.6591  -1.9865  -3.1298  0.081
F  -0.0418  -0.2098  -4.0447  0.015
C  4.7488  4.2107  7.2152  0.000
C  4.2966  5.3735  6.7373  0.000
C  3.4824  5.3124  5.6129  0.000
C  3.1375  4.0707  5.0466  0.000
C  3.6181  2.8859  5.5477  0.000
C  4.4557  2.9661  6.6803  0.000
N  2.2372  4.0754  3.8730  0.000
O  1.7900  2.9719  3.4584  0.000
O  2.0477  5.1296  3.2642  0.000
H  5.3407  4.2023  8.1184  0.000
H  4.5870  6.3597  7.0679  0.000
H  3.1767  6.2961  5.2885  0.000
H  3.4516  2.0018  4.9503  0.000
H  4.7211  2.0391  7.1667  0.000
C  -3.8085  4.2801  1.2623  0.001
C  -4.3003  5.5164  1.5975  -0.001
C  -3.9219  6.1825  2.7333  0.000
C  -3.0347  5.6219  3.6331  0.000
C  -2.4560  4.4058  3.2330  -0.001
C  -2.7873  3.7682  2.0099  0.000
N  -2.5681  6.1721  4.9117  0.000
O  -1.5080  5.6950  5.3300  0.000
O  -3.2643  7.0628  5.4682  0.000
H  -4.1550  3.8575  0.3308  0.000
H  -5.0297  6.0009  0.9654  0.000
H  -4.3130  7.1781  2.8823  0.000
H  -1.7769  3.8159  3.8307  0.000
H  -2.2985  2.8379  1.7605  0.000
C  5.4420  1.3492  3.1929  0.000
C  4.7225  0.9313  2.1087  0.001
C  4.4237  -0.3873  2.0484  -0.004
C  4.9294  -1.3460  2.9689  -0.001
C  5.6649  -0.8675  4.0935  0.000
C  5.8965  0.4759  4.1792  0.000
N  4.7352  -2.7770  2.8513  0.000
O  3.8026  -3.1167  2.1240  -0.001
O  5.5434  -3.5296  3.4037  0.000
H  5.6805  2.4011  3.1385  0.000
H  4.2605  1.5673  1.3681  0.000
H  3.7434  -0.7229  1.2797  0.006
H  5.9214  -1.5392  4.8994  0.000
H  6.4512  1.0015  4.9424  0.000
C  -0.4685  0.2070  5.2524  0.000
C  0.1540  0.1214  4.0463  -0.001
C  0.4868  -1.1784  3.5710  0.001
C  0.3465  -2.2931  4.3712  0.000
C  -0.1689  -2.0968  5.6561  0.000
C  -0.6482  -0.8821  6.0636  0.000
N  0.8194  -3.5996  3.9230  0.000
O  1.0102  -3.7411  2.7081  -0.001
O  1.0139  -4.5105  4.7160  0.000
H  -0.9531  1.1149  5.5797  0.000
H  0.4323  0.9324  3.3897  0.001
H  1.0013  -1.4263  2.6544  0.002
H  -0.2297  -2.9512  6.3139  0.000
H  -1.1161  -0.7714  7.0307  0.000
C  -1.5294  4.9478  -1.4362  0.001
C  -0.9215  5.0090  -0.1884  -0.001
C  0.3952  4.5788  -0.0572  0.001
C  1.1544  4.1603  -1.1664  -0.003
C  0.5088  4.0864  -2.3442  0.001
C  -0.7910  4.4806  -2.5268  -0.001
N  2.5541  3.7360  -1.0428  -0.001
O  3.2025  3.2636  -1.9843  0.001
O  3.0547  3.8315  0.0846  0.000
H  -2.5512  5.2068  -1.6715  0.000
H  -1.3414  5.5004  0.6768  0.000
H  0.8863  4.6885  0.8984  0.000
H  1.0061  3.6267  -3.1854  0.001
H  -1.1719  4.3779  -3.5322  0.000
C  7.5580  -1.2526  -4.4897  0.000
C  6.4140  -0.9141  -5.1620  0.000
C  5.2370  -0.6076  -4.4457  0.001
C  5.2984  -0.3439  -3.0475  0.003
C  6.5921  -0.5398  -2.4201  0.000
C  7.6499  -1.2038  -3.0926  0.000
N  4.1030  0.0997  -2.2473  0.001
O  4.2846  0.5210  -1.0767  0.012
O  2.9995  0.0729  -2.7242  0.046
H  8.4641  -1.4651  -5.0376  0.000
H  6.4169  -0.9117  -6.2420  0.000
H  4.3572  -0.4241  -5.0446  -0.002
H  6.6604  -0.5708  -1.3427  0.000
H  8.5052  -1.5144  -2.5108  0.000
C  -3.7334  -2.2348  -2.7569  0.000
C  -3.2807  -3.5265  -2.9005  0.001
C  -4.2469  -4.5383  -2.9722  0.000
C  -5.6192  -4.1800  -2.7676  0.000
C  -5.9495  -2.7760  -2.6048  0.000
C  -4.9802  -1.8044  -2.6597  0.000
N  -6.6361  -5.2281  -2.9601  0.000
O  -6.3088  -6.3912  -3.0349  0.000
O  -7.8061  -4.9433  -3.0227  0.000
H  -3.0334  -1.4141  -2.8121  -0.001
H  -2.2468  -3.6806  -3.1718  -0.002
H  -3.9738  -5.5716  -3.1270  0.000
H  -6.9761  -2.5017  -2.4114  0.000
H  -5.2252  -0.7594  -2.5398  0.000
C  -2.8925  -1.6117  2.2646  0.001
C  -3.8978  -1.6651  3.2252  0.000
C  -5.0548  -2.4455  3.0290  0.000
C  -5.1639  -3.2237  1.8554  0.000
C  -4.1681  -3.1120  0.8418  0.000
C  -3.1239  -2.2578  1.0453  0.004
N  -6.2634  -4.2059  1.7199  0.000
O  -7.3627  -4.0901  2.3378  0.000
O  -6.1276  -5.0303  0.8486  0.000
H  -2.0539  -0.9687  2.4876  0.000
H  -3.7479  -1.1837  4.1803  0.000
H  -5.7965  -2.5456  3.8077  0.000
H  -4.1195  -3.6788  -0.0762  0.000
H  -2.4258  -2.1332  0.2307  -0.003
C  -4.9259  0.8928  0.1041  0.000
C  -3.7122  0.8904  -0.5471  0.006
C  -3.4325  1.7309  -1.6048  0.003
C  -4.4666  2.4780  -2.1893  0.000
C  -5.7020  2.4057  -1.5695  0.000
C  -5.9509  1.6550  -0.4399  0.000
N  -4.2238  3.2301  -3.5019  0.000
O  -5.0630  4.0777  -3.8770  0.000
O  -3.1614  3.0195  -4.1305  0.000
H  -5.1861  0.2310  0.9169  0.000
H  -2.8848  0.2473  -0.2859  -0.009
H  -2.4550  1.8004  -2.0588  -0.006
H  -6.5506  2.8242  -2.0901  0.000
H  -6.9074  1.5940  0.0579  0.000
C  2.0251  0.9952  -6.1978  -0.004
C  2.4152  0.3710  -7.3503  0.001
C  3.6495  0.7460  -7.8313  0.000
C  4.4272  1.7190  -7.1789  0.000
C  3.9340  2.3238  -6.0071  -0.001
C  2.7865  1.8846  -5.4393  0.002
N  5.7772  2.1302  -7.7541  0.000
O  6.0429  1.7993  -8.9138  0.000
O  6.6362  2.6092  -7.0159  0.000
H  1.0667  0.7173  -5.7848  0.002
H  1.7634  -0.2646  -7.9312  0.000
H  4.1049  0.2354  -8.6670  0.000
H  4.5248  3.0207  -5.4313  0.000
H  2.4259  2.2700  -4.4970  -0.001
C  -2.3827  -9.3707  -1.0532  0.000
C  -1.0460  -9.3212  -0.6419  0.000
C  -0.5313  -8.0958  -0.3444  0.000
C  -1.3592  -6.9523  -0.3264  0.000
C  -2.7677  -7.0591  -0.5635  0.000
C  -3.2551  -8.2782  -0.9426  0.000
N  -0.8198  -5.5782  0.0301  0.000
O  0.3387  -5.4932  0.4720  -0.001
O  -1.5388  -4.6191  -0.0771  0.002
H  -2.7323  -10.3667  -1.2816  0.000
H  -0.4106  -10.1907  -0.5609  0.000
H  0.5180  -8.0520  -0.0927  0.000
H  -3.3398  -6.1626  -0.3758  0.000
H  -4.3103  -8.3282  -1.1672  0.000